Record 1
Below is a single C8H13O3P molecule, with properties calculated with ωB97M-V/def2-TZVPD.

- Kohn-Sham gap (eV) = 9.15
- SMILES string = C[C@H]1C=CC=C[C@@]1(C)OP(O)O
- energy relative to the best compared isomer or geometry (same formula, charge and spin) (kcal/mol) = 35.9
- 2S+1 = 1
- net charge = 0
- E_HOMO (Ha) = -0.3117

Geometry as XYZ:
```
25
C8H13O3P | the Open Molecules 2025 dataset | ωB97M-V/def2-TZVPD
C 1.062 2.225 -0.334
C 0.257 2.030 0.848
C 1.667 1.155 -0.870
C -0.079 0.871 1.444
C 1.230 -0.240 -0.483
C 0.159 -0.507 0.737
C 0.861 -0.966 -1.771
C 0.747 -1.462 1.812
O -3.390 -1.355 -0.794
O -2.268 0.884 -0.737
O -1.082 -1.041 0.257
P -2.526 -0.339 0.275
H 1.186 3.165 -0.925
H -0.075 2.847 1.364
H 2.106 1.166 -1.810
H -0.717 0.944 2.293
H 2.077 -0.697 0.057
H 0.054 -0.401 -2.243
H 0.435 -1.952 -1.590
H 1.679 -1.028 -2.474
H 1.306 -2.157 1.201
H -0.032 -1.870 2.368
H 1.455 -0.820 2.301
H -3.402 -2.145 -0.356
H -2.711 1.693 -0.570
```

Atomic partial charges in e from the natural (NBO) method, atoms 1 to 6: -0.2476, -0.2073, -0.1257, -0.2199, -0.2798, 0.2877

Record 2
Below is a molecular structure, C16H31AlNO13, with properties calculated with ωB97M-V/def2-TZVPD.

- Kohn-Sham gap (eV) = 5.87
- 2S+1 = 1
- net charge = -1
- E_HOMO (Ha) = -0.1341

Geometry as XYZ:
```
62
C16H31AlNO13 | the Open Molecules 2025 dataset | ωB97M-V/def2-TZVPD
C -1.037 0.944 -0.468
C -0.863 -0.271 -1.100
C 0.319 -1.108 -0.798
Al 1.386 -1.511 -2.497
N 1.455 0.072 -3.603
C 1.964 1.035 -3.097
O 2.446 1.994 -2.596
H -1.890 1.159 0.163
H -0.246 1.673 -0.616
H -1.546 -0.658 -1.855
H 0.941 -0.582 -0.077
H -0.063 -2.024 -0.352
H 2.880 -1.961 -2.063
H 0.614 -2.703 -3.274
C -4.346 -1.743 1.181
O -4.359 -0.782 0.125
C -5.550 -0.576 -0.422
O -6.581 -1.118 -0.109
O -5.414 0.336 -1.383
C -6.623 0.656 -2.067
H -3.315 -1.796 1.518
H -4.985 -1.422 2.001
H -4.663 -2.718 0.817
H -7.358 1.069 -1.379
H -7.032 -0.225 -2.560
H -6.358 1.401 -2.811
C -2.143 3.578 4.945
O -1.347 2.846 4.015
C -0.426 3.581 3.382
O -0.245 4.760 3.549
O 0.239 2.789 2.556
C 1.268 3.443 1.803
H -2.836 2.863 5.377
H -1.522 4.007 5.730
H -2.697 4.366 4.439
H 2.023 3.861 2.467
H 0.845 4.223 1.175
H 1.719 2.686 1.170
C 2.461 -1.459 -6.760
O 2.839 -2.826 -6.542
C 3.412 -3.413 -7.576
O 3.639 -2.921 -8.654
O 3.711 -4.672 -7.233
C 4.340 -5.424 -8.266
H 2.011 -1.106 -5.836
H 3.338 -0.857 -6.988
H 1.739 -1.394 -7.572
H 5.286 -4.969 -8.554
H 3.690 -5.505 -9.136
H 4.521 -6.412 -7.852
C 3.206 1.206 8.417
O 3.109 1.329 7.000
C 2.032 0.736 6.472
O 1.191 0.143 7.098
O 2.058 0.921 5.162
C 0.956 0.335 4.449
H 4.115 1.726 8.703
H 2.350 1.670 8.904
H 3.275 0.160 8.710
H 0.017 0.767 4.780
H 0.945 -0.745 4.583
H 1.105 0.568 3.402
```

Atomic partial charges in e from the natural (NBO) method, atoms 1 to 6: -0.5942, -0.0724, -0.9742, 1.2098, -0.9172, 0.7921

Record 3
Below is a molecular structure, C3H6O2, with properties calculated with ωB97M-V/def2-TZVPD.

- Kohn-Sham gap (eV) = 11.21
- energy relative to the best compared isomer or geometry (same formula, charge and spin) (kcal/mol) = 77.9
- 2S+1 = 1
- net charge = 0
- E_HOMO (Ha) = -0.3913

Geometry as XYZ:
```
11
C3H6O2 | the Open Molecules 2025 dataset | ωB97M-V/def2-TZVPD
C -0.423 -1.214 -0.385
C -0.229 -0.646 0.961
C 0.464 1.383 -0.017
H -0.928 -2.112 -0.135
H -0.940 -0.514 -1.108
H 0.779 -1.209 -1.099
H 0.819 1.125 -1.056
H -0.405 1.511 -0.221
H 0.874 2.324 -0.006
O -0.556 -1.161 2.019
O 0.544 0.512 1.047
```

Atomic partial charges in e from the natural (NBO) method, atoms 1 to 6: -0.7255, 0.7659, -0.2334, 0.2525, 0.2469, 0.2384

Record 4
Below is a single CH7PSi2 molecule, with properties calculated with ωB97M-V/def2-TZVPD.

- Kohn-Sham gap (eV) = 8.94
- SMILES string = [SiH3]C([SiH3])=P
- energy relative to the best compared isomer or geometry (same formula, charge and spin) (kcal/mol) = 0.0
- 2S+1 = 1
- net charge = 0
- E_HOMO (Ha) = -0.3540

Geometry as XYZ:
```
11
CH7PSi2 | the Open Molecules 2025 dataset | ωB97M-V/def2-TZVPD
C -0.363 0.194 0.109
Si -0.684 -1.626 0.410
Si 1.388 1.009 -0.162
P -1.825 1.069 -0.231
H 0.273 -2.537 -0.117
H -0.949 -1.976 1.793
H -2.013 -1.869 -0.483
H 2.332 -0.276 -0.213
H 1.680 2.116 0.873
H 1.295 1.533 -1.523
H -1.134 2.362 -0.454
```

Atomic partial charges in e from the natural (NBO) method, atoms 1 to 6: -1.3276, 0.9064, 0.8619, 0.5457, -0.1667, -0.1601

Record 5
Below is a molecular structure, C15H15N3O2S3, with properties calculated with ωB97M-V/def2-TZVPD.

- Kohn-Sham gap (eV) = 7.85
- energy relative to the best compared isomer or geometry (same formula, charge and spin) (kcal/mol) = 340.2
- 2S+1 = 1
- net charge = 0
- E_HOMO (Ha) = -0.2759

Geometry as XYZ:
```
38
C15H15N3O2S3 | the Open Molecules 2025 dataset | ωB97M-V/def2-TZVPD
C -4.895 -1.748 -1.503
C -4.972 -1.361 -0.129
H -4.636 -2.065 0.516
H -6.127 -1.185 0.051
O -4.460 -0.310 0.042
C -3.177 -0.159 0.338
C -2.388 -1.322 0.475
C -0.952 -1.073 0.331
C -0.388 0.184 0.487
C -1.108 1.242 0.541
C -2.583 1.401 0.420
O -3.260 2.505 0.308
C -4.473 2.363 -0.121
H -4.629 2.219 -0.970
H -5.201 2.058 0.563
H -4.746 3.588 0.094
H -0.684 2.112 0.694
C 1.057 0.208 0.819
N 2.009 -0.636 0.701
C 3.168 -0.324 1.038
C 3.348 0.968 0.935
S 1.785 1.910 1.074
H 4.303 1.626 1.219
C 4.160 -1.404 1.115
H 4.350 -1.701 -0.300
H 3.999 -2.220 1.619
S 5.869 -1.090 1.511
C 6.455 0.032 0.046
N 5.699 -0.120 -0.932
N 6.462 0.527 -1.921
C 7.574 1.140 -1.679
S 7.944 0.664 -0.095
H 8.248 1.620 -2.253
H -0.334 -2.103 0.450
H -2.764 -2.245 0.227
H -5.286 -0.758 -2.197
H -3.869 -1.899 -1.994
H -5.496 -2.644 -1.522
```

Atomic partial charges in e from the natural (NBO) method, atoms 1 to 6: -0.6181, -0.0370, 0.1598, 0.1525, -0.4924, 0.2780

Record 6
Below is a molecular structure, C11H12MgN2P, with properties calculated with ωB97M-V/def2-TZVPD.

- Kohn-Sham gap (spin up / spin down) (eV) = 4.20 / 5.19
- energy relative to the best compared isomer or geometry (same formula, charge and spin) (kcal/mol) = 0.0
- 2S+1 = 1
- net charge = -1
- E_HOMO (spin up / spin down) (Ha) = -0.0698 / -0.0894

Geometry as XYZ:
```
27
C11H12MgN2P | the Open Molecules 2025 dataset | ωB97M-V/def2-TZVPD
C 0.161 -0.170 -3.043
C -0.913 -1.036 -3.467
C -0.639 -2.386 -3.081
C 0.625 -2.376 -2.428
C 1.149 -1.013 -2.402
Mg 1.097 1.051 -0.607
P -0.396 3.134 -0.867
H 0.304 0.909 -3.231
H -1.795 -0.699 -3.993
H -1.293 -3.254 -3.196
H 2.177 -0.706 -2.148
H 1.129 -3.232 -1.961
H -1.644 3.125 -0.129
H -1.010 3.509 -2.134
H 0.115 4.408 -0.431
N 2.915 -0.063 4.876
C 1.970 -0.094 4.180
C 0.856 -0.134 3.267
C -0.462 -0.129 3.729
C -1.467 -0.162 2.764
C -1.165 -0.042 1.403
N 0.121 0.030 1.011
C 1.122 -0.132 1.898
H -0.665 -0.096 4.809
H -2.498 -0.249 3.064
H -1.924 0.017 0.627
H 2.131 -0.210 1.492
```

Atomic partial charges in e from the natural (NBO) method, atoms 1 to 6: -0.4431, -0.3412, -0.3221, -0.3201, -0.4755, 0.9493

Record 7
Below is a molecular structure, CH2Cl5Hg, with properties calculated with ωB97M-V/def2-TZVPD.

- Kohn-Sham gap (eV) = 8.07
- energy relative to the best compared isomer or geometry (same formula, charge and spin) (kcal/mol) = 11.1
- 2S+1 = 1
- net charge = -1
- E_HOMO (Ha) = -0.2199

Geometry as XYZ:
```
9
CH2Cl5Hg | the Open Molecules 2025 dataset | ωB97M-V/def2-TZVPD
Hg -2.219 -1.056 0.146
Cl -2.810 0.908 -1.592
Cl -1.806 -0.463 2.652
Cl -2.381 -3.063 -1.629
C 1.889 0.738 0.210
Cl 2.258 1.872 -1.134
Cl 0.483 -0.343 -0.127
H 2.745 0.078 0.349
H 1.841 1.328 1.126
```

Atomic partial charges in e from the natural (NBO) method, atoms 1 to 6: 1.2901, -0.7914, -0.7458, -0.7525, -0.3673, -0.0405

no.,E_tot (eV)
1,-23937.5688
2,-51799.8663
3,-7300.2987
4,-26191.7593
5,-56854.7124
6,-29312.6168
7,-67860.5381